No. 1
The following is a DFT calculation (ωB97M-V/def2-TZVPD) of C33H37ClO2PtSi2 as an isolated structure in a non-equilibrium geometry.

Element x y z (Å)
C 1.496211 0.288278 1.284543
C 1.866980 -0.907946 0.628783
C 1.965332 -0.640196 -0.792043
H 2.148746 -1.838646 1.125625
C 1.622460 0.792760 -0.978845
C 1.362460 1.331429 0.340048
H 1.265208 2.388111 0.583065
H 1.442520 0.439868 2.366505
H 2.405631 -1.267809 -1.557605
H 1.769931 1.352283 -1.901186
Pt -0.230517 -0.384123 -1.150587
Si -1.156146 -1.526552 -2.877013
C -1.163665 -3.334337 -2.434904
C -2.255263 -4.144027 -2.781002
H -3.113127 -3.709348 -3.298322
C -2.250319 -5.505248 -2.490804
H -3.087355 -6.129584 -2.811666
C -1.175146 -6.073365 -1.802217
H -1.178479 -7.136176 -1.565761
C -0.112150 -5.259201 -1.396884
H 0.710814 -5.685194 -0.825237
C -0.106403 -3.895303 -1.704798
H 0.727935 -3.277549 -1.356013
C -0.009296 -1.056130 -4.276535
C 0.885092 -1.972110 -4.841518
H 0.810454 -3.035955 -4.594207
C 1.926151 -1.518027 -5.659008
H 2.633482 -2.236537 -6.075524
C 2.090199 -0.153392 -5.910920
H 2.938803 0.201740 -6.493350
C 1.175887 0.759875 -5.373222
H 1.295415 1.827127 -5.560381
C 0.129861 0.306778 -4.570233
H -0.547868 1.032196 -4.110530
H -2.482350 -0.860100 -2.739463
Si -3.315905 -2.814907 -6.454438
C -2.064489 -2.267103 -7.718256
C -1.530102 -3.169826 -8.662238
H -1.851643 -4.217057 -8.674996
C -0.606636 -2.734422 -9.619134
H -0.181704 -3.449833 -10.324136
C -0.247765 -1.387088 -9.695412
H 0.475631 -1.051085 -10.436285
C -0.854134 -0.469049 -8.833674
H -0.625087 0.592816 -8.922086
C -1.774875 -0.899149 -7.874869
H -2.294924 -0.157470 -7.262998
C -3.139846 -4.655533 -6.221323
C -1.923357 -5.222368 -5.824860
H -1.079480 -4.579735 -5.555168
C -1.774396 -6.609330 -5.746764
H -0.844388 -7.022083 -5.355504
C -2.809559 -7.459226 -6.144032
H -2.684069 -8.540035 -6.080897
C -4.007650 -6.908232 -6.604295
H -4.813265 -7.570468 -6.927718
C -4.180279 -5.519941 -6.636497
H -5.115301 -5.094458 -7.009238
H -4.696252 -2.545762 -6.952634
Cl -3.457592 -1.495429 -4.875256
C -0.968886 -1.599643 2.113655
O -1.438363 -1.392614 0.769323
C -2.724465 -0.736909 0.785149
C -2.583418 0.768258 0.894888
O -1.554608 1.205068 -0.008006
C -1.402612 2.620775 0.036417
H -0.042288 -2.168631 2.036722
H -0.798278 -0.639353 2.640415
H -1.732145 -2.178064 2.661934
H -3.212574 -0.995606 -0.165309
H -3.304437 -1.095770 1.647686
H -3.519392 1.260166 0.582672
H -2.310928 1.079900 1.916011
H -1.002166 2.923973 1.020944
H -2.387772 3.089022 -0.110575
H -0.707547 2.913568 -0.763098

Atoms 1-6, force components in eV/Å:
C 0.2 0.6 0.1
C 0.4 0.4 -0.2
C -0.2 2.0 0.3
H -0.2 0.3 -0.3
C 1.0 -1.3 0.4
C 0.9 -0.5 0.4

Its spin multiplicity is 5. As for the net charge: +2. Its expectation value of S² is 6.026.

=====

No. 2
The following is a DFT calculation (ωB97M-V/def2-TZVPD) of C2H4N2S3 in the gas phase in a non-equilibrium geometry.

Element x y z (Å)
S 1.607815 -0.023411 -1.040138
C 0.099228 -0.337414 -0.210553
S 0.240657 -1.228422 1.441011
C -0.461337 1.067408 0.073788
S -2.357706 0.789339 -0.271168
N -2.025314 -0.710838 -0.947455
N -0.883544 -1.142731 -0.984428
H 1.874676 -1.251440 -1.253640
H 0.936149 -0.153385 2.032513
H -0.371025 1.263946 1.239935
H -0.094075 1.890016 -0.520755

Atoms 1-6, force components in eV/Å:
S 0.5 1.5 -0.4
C -0.8 1.1 1.2
S 0.7 1.1 -0.1
C -2.2 -0.2 3.0
S 2.2 0.4 0.6
N -0.7 -0.4 -0.8

For the energy above the lowest of the compared OMol25 structures with the same formula, charge and spin, the calculation gives 43.5 kcal per mole. As for the SMILES: SC1(S)CSN=N1. As for the net charge: 0.

=====

No. 3
The following is a DFT calculation (ωB97M-V/def2-TZVPD) of a 2-piece molecular cluster, C5H15N2O overall.

Element x y z (Å)
C 0.892665 -0.128630 -1.869176
O 0.251413 0.138583 -0.709586
C 1.586035 -1.508996 -1.864735
N 2.076659 -1.895620 -3.194687
H 0.206878 -0.144454 -2.757020
H 1.695943 0.604331 -2.113278
H 2.434622 -1.426402 -1.174060
H 0.857447 -2.196906 -1.438819
H 2.475985 -2.825620 -3.181671
H 1.289547 -1.927024 -3.830168
C -0.309478 2.019886 1.607045
N -1.236452 1.039541 2.178270
C -2.346872 0.873626 1.261995
C -0.555378 -0.237493 2.331912
H -0.769472 3.013674 1.635289
H -0.057162 1.730219 0.582926
H 0.602927 2.057088 2.207763
H -3.038342 0.125557 1.685731
H -2.887267 1.821147 1.182461
H -2.003328 0.549531 0.276191
H -1.241079 -0.939679 2.812753
H 0.291160 -0.105662 3.002024
H -0.216441 -0.636694 1.368849

Atoms 1-6, force components in eV/Å:
C -0.1 -0.1 0.3
O 0.0 -0.1 -0.1
C 0.1 0.5 0.2
N 0.1 0.0 0.0
H 0.0 0.0 -0.2
H 0.0 0.1 -0.2

For the energy above the lowest of the compared OMol25 structures with the same formula, charge and spin, the calculation gives 20.7 kcal per mole. As for the net charge: -1.

=====

No. 4
The following is a DFT calculation (ωB97M-V/def2-TZVPD) of C17H17N6O2PdS5 as an isolated structure.

Element x y z (Å)
Pd -0.092846 0.226745 -0.274390
C -4.598228 3.007876 0.395003
N -3.142147 2.964189 0.289724
C -2.441268 4.235149 0.390856
C -2.469429 1.838200 -0.004100
N -1.265645 1.834510 -0.492077
N -3.142634 0.664164 0.273855
C -2.872245 -0.609460 -0.202200
N -3.799532 -1.526172 0.150612
N -1.860625 -0.844262 -0.965679
H -4.946827 3.960474 0.001744
H -4.930105 2.924938 1.432901
H -5.050503 2.219269 -0.201461
H -2.985791 4.874375 1.082250
H -2.375024 4.742668 -0.575109
H -1.442284 4.083526 0.797644
H -0.915490 2.737963 -0.771246
H -3.790608 0.720097 1.041964
H -4.547540 -1.300792 0.782221
H -3.581370 -2.500903 0.043292
H -1.803195 -1.804085 -1.281229
S 6.614247 3.753321 0.193184
C 5.145343 3.102735 0.085514
S 4.019343 3.038059 1.420288
C 2.714778 2.234404 0.617213
C 3.012645 1.823966 -0.788541
S 2.006434 0.959140 -1.737447
S 4.551730 2.336463 -1.375547
S 1.297186 1.956046 1.358759
O 0.356431 -0.990124 3.699832
C 0.066915 -0.883650 2.519490
O -0.807129 -0.160330 1.956223
C 0.923945 -1.735546 1.542893
C 1.684328 -2.796796 2.064238
C 2.385161 -3.598354 1.214948
C 2.306566 -3.381081 -0.179396
C 2.960260 -4.212504 -1.118086
C 2.820905 -3.993412 -2.458331
C 2.011615 -2.936950 -2.918037
C 1.378573 -2.103243 -2.037302
C 1.525125 -2.300933 -0.646583
N 0.892556 -1.471097 0.246724
H 1.680503 -2.919106 3.137356
H 2.994177 -4.412873 1.587893
H 3.565571 -5.030930 -0.749218
H 3.320977 -4.633530 -3.172094
H 1.885115 -2.784947 -3.981790
H 0.740038 -1.307197 -2.396760

Atoms 1-6, force components in eV/Å:
Pd -0.2 -0.2 -0.2
C 0.0 0.0 0.0
N -0.1 0.0 0.0
C 0.0 0.0 0.0
C 0.1 0.1 -0.1
N 0.0 -0.2 0.0

As for the net charge: +1.

=====

No. 5
The following is a DFT calculation (ωB97M-V/def2-TZVPD) of C3H10N2O3 as an isolated structure in a non-equilibrium geometry.

Element x y z (Å)
C -0.351571 0.651651 0.221280
C 0.503451 -0.351089 -0.436134
C 1.227031 -1.414648 0.347961
N -1.056774 1.502963 -0.558051
N -0.170773 0.967235 1.530887
O -1.314184 -1.161051 -0.136089
O -2.320557 -0.782059 -1.103227
O 1.704298 0.946299 -0.637635
H -2.104700 -1.319508 -1.877931
H 2.290414 0.952902 0.130827
H 0.358789 -0.469435 -1.496903
H -1.207282 1.150949 -1.499124
H -1.617290 2.208072 -0.105094
H 0.508102 0.450899 2.064234
H -0.707691 1.722594 1.927394
H 1.718130 -1.006636 1.233648
H 0.540073 -2.194954 0.672179
H 2.000535 -1.854181 -0.278223

Atoms 1-6, force components in eV/Å:
C -0.3 0.3 -0.2
C 2.0 2.8 0.5
C -0.3 0.0 -0.1
N 1.0 -1.0 0.8
N -0.5 -0.5 -1.1
O -1.1 -0.2 0.1

For the energy above the lowest of the compared OMol25 structures with the same formula, charge and spin, the calculation gives 138.9 kcal per mole. As for the net charge: 0.

=====

No. 6
The following is a DFT calculation (ωB97M-V/def2-TZVPD) of C6H3EuFO8 as an isolated structure in a non-equilibrium geometry.

Element x y z (Å)
C -1.186410 -0.214585 -3.036288
C 0.190902 0.447317 -2.887074
O 0.050443 1.697792 -3.557724
C -1.236239 1.947521 -3.812813
O -2.005127 0.914615 -3.457922
O -1.641772 2.972939 -4.283285
O -1.675780 -0.840441 -2.021833
F -1.162266 -1.031935 -4.176510
H 0.984528 -0.137090 -3.362227
O -0.382228 -1.265739 2.371750
C 0.435389 -0.829149 3.242012
C 0.885204 0.370684 3.656758
O 1.661807 0.164807 4.806027
C 1.771112 -1.147350 5.003329
O 2.472001 -1.679113 5.823028
O 1.032075 -1.787618 4.081723
Eu -1.489759 -1.570803 0.207716
H 0.430091 0.623733 -1.825826
H 0.866027 1.364417 3.229158

Atoms 1-6, force components in eV/Å:
C -0.1 0.6 -1.0
C 0.1 0.1 -0.1
O 1.0 -0.2 0.2
C -0.8 1.0 -0.5
O -0.2 -0.7 0.4
O 0.3 -0.7 0.3

Its spin multiplicity is 8. As for the net charge: 0. Its expectation value of S² is 15.759.

=====

Taking the records one at a time from the top gives energy values of -2587.9048, -1382.6028, -384.2177, -3255.6807, -455.3502, -1642.5980 a.u..